Here is a structure of composition C34H46CdF3N11OPSSb from OMol25. Energies are from ωB97M-V/def2-TZVPD.

Computed properties:
* orbital gap: 7.89 eV
* HOMO: -0.2954 hartree
* energy above the lowest of the compared OMol25 structures with the same formula, charge and spin: 0.5446 eV

Last column: Mulliken charge in e.
Cartesian coordinates (Å):
H (1.1815, 2.5946, 5.3186)  0.45
C (5.8044, -2.3581, 2.9724)  -0.69
C (-0.8529, 1.7027, 3.8294)  0.57
H (-0.7798, 2.0951, -2.3390)  0.21
N (-2.1405, -1.9644, -0.6149)  0.38
C (3.7434, -3.0646, 1.9602)  0.18
H (3.8745, -1.9937, 3.8233)  0.59
H (2.7089, -0.7310, 2.5444)  0.27
C (1.2430, 1.6274, -0.5880)  0.31
C (-0.9253, 2.6289, 4.9236)  0.80
C (-1.0717, 4.4448, 7.0327)  0.37
H (0.8524, 0.4771, -2.9219)  -0.67
H (3.3097, 0.5441, -2.3718)  0.07
C (1.3890, -2.2420, 2.2025)  0.29
C (4.4170, -2.4157, 2.9891)  -0.03
H (5.2067, 0.4659, -0.7005)  0.45
C (-4.2177, -4.5151, -2.1737)  -1.08
H (-4.6994, 2.1089, 0.1813)  0.39
H (3.6473, 0.2872, 0.0949)  0.08
H (-3.5310, 3.4092, 0.3796)  0.47
C (5.8533, -3.6509, 0.9580)  -0.57
H (-5.5342, 2.9495, -3.2336)  0.31
H (2.5530, -0.2049, -4.6854)  0.27
H (-4.5748, -3.4916, 0.5961)  0.41
N (0.7930, 0.6520, -0.1141)  -0.24
C (-4.2985, -2.8442, -0.2365)  -0.68
H (4.6720, -1.1257, -0.1659)  0.09
H (-1.6582, -4.1714, -2.9309)  0.22
N (-1.5342, -3.3256, -2.4047)  -0.24
H (1.0534, 4.2023, 7.1901)  0.37
C (-1.1137, 5.4169, 8.1751)  0.83
C (0.2285, 3.0104, 5.6153)  -0.61
C (3.6710, -0.4010, -1.9666)  -0.70
C (4.3353, -0.1859, -0.6086)  -0.83
H (-0.1772, -0.8511, -3.4042)  0.30
F (-2.3493, 5.8837, 8.4141)  -0.29
H (-3.4880, -5.2343, -2.5438)  0.38
H (-4.9644, -5.0760, -1.6157)  0.35
Cd (-0.9918, -0.1016, 1.0205)  2.00
H (-5.1913, -2.3339, -0.6058)  0.36
Sb (1.9475, -1.6972, -1.8749)  0.28
H (4.7400, -3.1635, -2.8918)  0.24
F (-0.3256, 6.4876, 7.9526)  -0.26
H (4.3758, -0.8103, -2.6878)  0.61
H (4.3124, -4.0987, -4.3223)  0.38
C (-3.0256, 2.3702, -3.7330)  -1.02
N (-2.4014, 3.3288, -2.8304)  0.16
H (-2.9822, 4.8203, -1.4886)  0.39
H (-0.6106, -2.9220, -2.3600)  -0.20
C (-2.3986, -2.9632, -1.4531)  0.18
H (-5.7602, 1.7616, -1.9363)  0.37
C (2.5946, -3.2651, -3.2714)  -0.91
P (-2.5319, 1.4953, -0.7489)  1.30
H (1.0457, -0.3578, 2.8363)  -0.31
C (-5.0245, 2.3840, -2.4506)  -0.92
C (1.4990, -0.4811, -4.7412)  -1.33
C (4.4700, -3.6966, 0.9534)  -0.40
C (-2.2250, 4.0759, 6.3585)  -0.46
C (-3.2363, -1.8403, 0.1809)  0.09
H (6.4047, -4.1453, 0.1692)  0.38
C (-1.5690, 2.6559, -1.8335)  -0.82
N (2.5104, 3.1329, -3.3417)  -0.64
N (-3.5937, -3.5618, -1.2853)  0.04
H (1.9301, -3.2519, -4.1374)  0.48
C (6.5287, -2.9652, 1.9593)  -0.52
C (2.1443, 2.9016, -2.2683)  0.75
C (-3.9078, 2.6658, -0.3267)  -1.27
H (-1.0758, 3.4003, -1.2048)  0.55
C (4.0480, -3.2159, -3.7347)  -1.32
C (-3.4222, 0.6139, -2.1236)  -0.82
O (-3.3287, -1.0355, 1.0945)  -0.65
N (1.7457, 2.7027, -1.0306)  -0.79
H (1.9555, -3.9510, 1.4049)  0.30
C (-0.7819, 0.9193, 2.9024)  -2.11
N (-4.0347, 1.5195, -3.0946)  0.15
N (1.7658, -1.0590, 2.6887)  -0.09
H (2.4002, -4.2052, -2.7487)  0.57
F (-0.6763, 4.8618, 9.3234)  -0.25
H (-3.0454, 2.8766, 4.7801)  0.47
H (4.2359, -2.3422, -4.3595)  0.31
C (-2.1508, 3.1726, 5.3106)  -0.66
H (3.9426, -4.2166, 0.1638)  0.27
H (-2.7168, -0.0498, -2.6305)  0.24
H (6.3190, -1.8465, 3.7749)  0.40
H (-3.9451, 4.7111, -2.9736)  0.32
H (-4.7027, -4.0287, -3.0236)  0.32
H (1.4338, -1.4418, -5.2537)  0.38
H (7.6084, -2.9126, 1.9529)  0.41
H (-2.2507, 1.7359, -4.1684)  0.40
C (0.1558, 3.9098, 6.6607)  -0.74
N (-4.4603, 3.3389, -1.5017)  0.15
H (-3.5150, 2.9246, -4.5365)  0.28
H (-3.1781, 4.4928, 6.6509)  0.44
C (0.8651, -0.5242, -3.3556)  0.58
N (2.3349, -3.1625, 1.9080)  -0.09
H (1.0086, 0.2611, -5.3748)  0.35
S (-0.2389, -2.6468, 1.9571)  -0.45
C (-3.4434, 4.1301, -2.1967)  -0.96
H (-4.2069, -0.0103, -1.6837)  0.33


Here is a structure of composition C34H46Cl2N3O2P2RuS in a non-equilibrium geometry from OMol25. Energies are from ωB97M-V/def2-TZVPD.

Computed properties:
* orbital gap (spin up / spin down): 7.35 / 4.99 eV
* net charge: +1
* HOMO (spin up / spin down): -0.3764 / -0.3813 hartree
* energy above the lowest of the compared OMol25 structures with the same formula, charge and spin: 1.4087 eV
* spin multiplicity: 5

Last column: Mulliken spin population.
Cartesian coordinates (Å):
C (4.2649, -4.4014, -0.9613)  0.00
C (-0.0186, -2.9055, 2.8957)  0.01
H (2.8548, 1.7247, 2.0547)  0.00
H (1.0859, 0.5751, -5.9733)  0.00
H (-1.6650, 2.6519, -3.1210)  0.00
C (0.4297, 2.0962, -2.9953)  0.02
Cl (0.6945, -7.2988, 3.3907)  0.00
C (-4.2882, -0.1863, -2.4528)  -0.07
H (-0.4685, 0.7725, -5.1704)  0.00
H (2.2358, -4.9681, -0.3997)  0.00
C (-2.1174, 0.5697, 1.0443)  0.01
H (0.7876, -2.6885, 4.8685)  0.00
H (1.6209, 2.7741, -1.3071)  -0.01
C (0.3819, 2.4173, 4.3633)  0.00
C (-3.9647, 0.1048, 2.5347)  -0.04
C (2.2253, 1.5139, 2.9192)  0.00
Ru (0.5139, 0.4780, -0.1257)  2.53
C (-1.6350, 1.5192, 1.9738)  0.03
C (2.4179, -3.0082, -1.0137)  -0.04
H (0.9488, 5.2446, 1.9839)  0.00
H (-0.3242, 3.2294, 4.5224)  0.00
C (-0.5190, 4.0122, 0.9487)  0.02
S (0.8119, -2.5444, -0.9285)  0.20
H (1.6585, -2.4238, -3.3621)  0.00
H (-0.5431, 6.0602, 1.5512)  0.00
C (1.7175, 2.6586, -2.3922)  0.02
H (-4.1430, 0.7119, -0.5344)  0.01
C (-2.3994, 1.8329, 3.0849)  -0.06
C (-3.6020, -0.7205, -3.5347)  0.15
H (0.5167, 2.1617, -4.0806)  0.01
O (-0.3826, -0.6151, 3.4945)  0.02
C (0.9935, -0.4882, -4.0816)  0.03
N (2.8440, -4.2387, -0.7243)  0.00
H (-4.8377, -0.4831, 2.7778)  0.00
H (-0.5272, 4.9466, 2.9165)  0.00
C (-2.1916, 0.2106, -1.3070)  0.02
H (-0.9859, 2.6839, -1.4850)  -0.01
C (-1.5058, -0.0986, -2.5152)  0.11
H (1.9387, 3.6365, -2.8174)  0.00
C (-0.2131, -5.1460, 2.0593)  -0.01
C (0.7192, -4.7395, 4.2560)  0.00
H (-0.5842, 3.9618, -2.6416)  0.00
C (-0.1296, 5.1232, 1.9200)  0.01
C (1.0771, 2.5181, 3.0126)  0.03
P (0.2679, 0.2694, -2.5233)  0.02
H (-2.6044, 4.1777, 1.5202)  0.00
H (3.4109, -1.2548, -1.4049)  0.00
H (-0.1241, 1.4596, 4.4590)  0.00
C (0.9949, -2.0140, -4.1148)  0.01
C (-0.4098, -3.7881, 1.8963)  0.00
H (-0.0643, -0.7440, -5.9535)  0.00
H (4.4364, -5.1309, -1.7586)  0.00
H (-4.1613, 1.4206, 4.2167)  0.00
C (-0.0538, -1.4076, 2.6280)  -0.03
H (1.1288, 2.4912, 5.1517)  0.00
C (0.3757, -5.6085, 3.2291)  0.00
H (-0.4990, -5.8392, 1.2802)  0.00
H (1.8393, 0.4978, 2.8417)  0.01
P (-0.0341, 2.2641, 1.5150)  0.05
H (1.4955, 3.5241, 2.9015)  0.00
C (-3.5984, 0.2863, -1.3618)  0.18
H (-0.8574, -3.4133, 0.9865)  0.00
C (4.6950, -2.9806, -1.3760)  0.00
H (5.3429, -2.5153, -0.6297)  0.00
N (3.4322, -2.2683, -1.4840)  0.00
H (1.3517, -2.3453, -5.0891)  0.00
H (2.0417, -0.1650, -4.0401)  0.00
H (0.0025, -2.4279, -3.9493)  0.00
C (0.3416, 0.0728, -5.3619)  0.00
H (0.0498, 4.1638, 0.0232)  0.01
H (-2.3737, 3.2788, 0.0280)  0.00
C (-3.2402, -0.1933, 1.3984)  0.12
O (0.3465, -1.1509, 1.4571)  0.11
H (-5.3648, -0.1385, -2.4629)  0.00
H (1.1500, -5.1188, 5.1702)  0.00
C (0.5215, -3.3805, 4.0843)  0.00
H (-3.5237, -1.0427, 0.7934)  0.00
H (5.2171, -2.9646, -2.3353)  0.00
C (-2.0067, 4.1172, 0.6158)  0.00
C (-0.7809, 2.8961, -2.5354)  0.02
H (-2.0778, 2.6065, 3.7566)  0.00
C (-2.2222, -0.6185, -3.5847)  -0.08
H (-2.1751, 5.0215, 0.0364)  0.00
C (-3.5760, 1.1545, 3.3519)  0.10
H (2.5672, 2.0033, -2.5869)  0.00
Cl (2.7472, 0.4033, -0.1861)  0.12
N (-1.4752, 0.4539, -0.1767)  0.32
H (-4.1396, -1.1622, -4.3567)  0.00
H (2.8504, 1.5725, 3.8079)  0.00
H (4.7765, -4.7451, -0.0597)  0.00
H (-1.7125, -0.9540, -4.4696)  0.01